[1]
This record from the Open Molecules 2025 dataset describes a molecular structure, C38H35Cl5N5O2S4Sn at a distorted geometry. The level of theory is ωB97M-V/def2-TZVPD.

**LUMO energy**: 2.0 eV
**M**: 1017.98 g/mol
**Highest occupied orbital energy**: -4.569 eV
**F_max**: 0.022 Eh/bohr
**Kohn-Sham gap**: 6.582 eV
**Energy above the lowest of the compared OMol25 structures with the same formula, charge and spin**: 15.25 kcal/mol
**Net charge**: -1

Last column: Löwdin charge in e.
Geometry (Å):
Sn -0.38403 0.38161 -0.98458  1.3089
C -3.00462 0.03792 -2.65489  -0.0867
N -2.35137 -0.83052 -1.66087  -0.3171
C -3.21849 -0.97790 -0.48983  -0.1306
C -2.04521 -2.08361 -2.32830  -0.2093
C -3.00108 -3.06469 -2.52217  -0.0368
C -2.75411 -4.15816 -3.34149  -0.1111
C -1.55218 -4.21653 -4.03028  -0.1055
C -0.57610 -3.25797 -3.82268  -0.0368
C -0.76754 -2.20156 -2.91211  -0.2348
N 0.14134 -1.21465 -2.62947  -0.0473
C 1.46877 -1.30481 -2.98638  -0.2692
C 2.22705 -2.48649 -3.02499  -0.0604
C 3.56313 -2.47519 -3.39309  -0.1113
C 4.19219 -1.28078 -3.70152  -0.1152
C 3.48370 -0.08811 -3.58746  -0.0440
C 2.14617 -0.08443 -3.23320  -0.2335
N 1.38410 1.11387 -3.03799  -0.2555
C 0.58403 1.43731 -4.21781  -0.0744
C 2.16336 2.26328 -2.59804  -0.0842
H -3.92097 -0.42747 -3.03919  0.1018
H -2.31927 0.22260 -3.48149  0.0847
H -3.25187 0.99598 -2.20109  0.0786
H -4.26244 -1.15694 -0.77366  0.0925
H -3.17792 -0.06209 0.10288  0.0846
H -2.87004 -1.80509 0.12357  0.0280
H -3.96679 -2.97909 -2.04029  0.1092
H -3.50954 -4.92151 -3.47042  0.0908
H -1.36909 -5.01946 -4.73459  0.0961
H 0.33761 -3.30484 -4.39583  0.0974
H 1.76692 -3.41855 -2.72739  0.1089
H 4.12115 -3.40355 -3.43242  0.0966
H 5.22186 -1.26422 -4.03537  0.0911
H 3.99502 0.84268 -3.79694  0.1044
H 1.22027 1.74379 -5.06005  0.0948
H -0.10791 2.24071 -3.97220  0.0400
H 0.00371 0.56370 -4.51178  0.0877
H 2.77975 2.69095 -3.40033  0.0835
H 2.80137 1.95690 -1.77057  0.0819
H 1.47924 3.03615 -2.24168  0.0885
Cl -2.84055 7.92531 -1.72226  0.6335
C -2.43036 6.25371 -1.85032  -0.7328
C -1.86444 5.58234 -0.76814  -0.7166
Cl -1.55172 6.44249 0.68903  0.6646
C -1.55633 4.23482 -0.85279  -0.6091
Cl -0.86062 3.40930 0.48619  0.6855
C -1.79337 3.47193 -2.03639  -0.4951
O -1.55776 2.22091 -2.15802  -0.3225
C -2.33176 4.21434 -3.12571  -0.6011
Cl -2.57148 3.35707 -4.60344  0.7097
C -2.65973 5.55591 -3.03365  -0.7156
Cl -3.35781 6.37137 -4.38228  0.6571
C 7.18682 0.54589 4.32843  -0.0552
C 6.17434 0.22114 3.26427  -0.2780
C 6.55483 -0.42167 2.09061  -0.0474
C 5.61982 -0.71322 1.10818  -0.0852
C 4.29231 -0.37098 1.30518  -0.3835
C 3.89689 0.28952 2.45591  -0.0528
C 4.83710 0.57780 3.43038  -0.0324
S 3.11170 -0.77695 -0.00098  0.9261
C 2.53891 -2.30020 0.79803  -0.2374
O 2.00435 0.21581 0.16508  -0.6717
H 8.19418 0.30376 3.99331  0.0705
H 6.98396 -0.01584 5.24170  0.0814
H 7.15284 1.60687 4.57839  0.0798
H 7.59473 -0.68787 1.94341  0.1075
H 5.91804 -1.19460 0.18364  0.1079
H 2.85821 0.58061 2.56102  0.1192
H 4.53097 1.09089 4.33425  0.1168
H 2.12405 -2.05281 1.77148  0.0296
H 3.38163 -2.98578 0.87558  0.0594
H 1.75514 -2.71823 0.16859  0.0390
S -4.57799 -3.86306 4.68885  0.5450
C -3.51975 -2.79780 3.99617  -1.1078
S -2.58239 -3.18446 2.57235  0.9372
C -1.84974 -1.54518 2.59881  -1.1187
N -2.32179 -0.84249 3.56764  -0.0083
N -3.23487 -1.51408 4.34909  -0.1477
C -3.83961 -0.73110 5.37155  -0.1918
C -3.87654 0.65206 5.17934  -0.0203
C -4.43174 1.47354 6.14298  -0.0905
C -4.96070 0.93194 7.30547  -0.1089
C -4.91265 -0.43840 7.49902  -0.0925
C -4.35145 -1.27588 6.54604  -0.0546
S -0.61659 -1.10866 1.52760  0.4815
H -3.45490 1.05798 4.27288  0.1034
H -4.44735 2.54392 5.98385  0.0997
H -5.40709 1.57407 8.05387  0.0943
H -5.30855 -0.86722 8.41069  0.0988
H -4.31144 -2.33802 6.71105  0.0436

Forces on the atoms, in the same order (eV/Å):
Sn 0.3 0.1 -0.8
C -0.5 0.1 -0.2
N -0.4 -0.3 -0.1
C -0.3 -0.1 0.1
C 0.1 -0.2 -0.1
C -0.1 0.1 0.1
C 0.0 0.0 -0.1
C -0.1 0.0 0.1
C 0.0 0.0 0.0
C 0.0 0.1 0.0
N -0.2 0.3 0.5
C 0.2 0.1 0.0
C -0.1 0.1 0.1
C 0.1 0.1 0.0
C 0.0 0.0 0.0
C 0.1 0.0 -0.1
C -0.1 -0.1 0.3
N 0.2 0.1 -0.1
C -0.1 0.1 0.0
C -0.1 -0.1 0.1
H 0.1 -0.1 0.1
H -0.1 0.0 0.0
H 0.0 -0.2 -0.1
H 0.0 0.0 -0.1
H 0.0 0.0 0.0
H 0.0 0.1 -0.1
H 0.0 0.1 0.0
H 0.0 0.0 0.0
H 0.0 0.0 0.0
H 0.1 0.0 0.0
H -0.1 0.0 -0.1
H 0.0 0.0 0.0
H 0.0 0.0 0.1
H -0.1 0.1 0.0
H 0.0 0.0 0.0
H 0.1 -0.1 0.0
H 0.0 0.0 0.0
H 0.0 0.0 0.0
H 0.0 0.1 0.0
H 0.0 0.0 0.0
Cl 0.0 0.1 0.0
C 0.0 0.0 0.0
C -0.1 -0.1 -0.2
Cl 0.0 0.1 0.1
C -0.1 -0.2 -0.3
Cl 0.0 -0.1 0.1
C 0.0 0.1 0.0
O 0.4 0.5 0.4
C 0.0 0.0 0.1
Cl -0.1 -0.1 -0.1
C 0.1 0.0 0.1
Cl 0.0 0.0 -0.1
C -0.1 0.0 0.0
C 0.1 0.0 -0.1
C 0.0 0.0 0.1
C 0.0 0.0 0.0
C 0.2 -0.1 -0.4
C -0.2 0.0 0.0
C 0.0 0.0 -0.1
S 0.4 -0.3 0.8
C 0.0 0.1 -0.3
O -0.1 0.0 -0.2
H 0.0 0.0 0.0
H 0.0 0.0 0.0
H 0.0 0.0 0.0
H 0.0 0.0 0.0
H 0.0 0.0 0.0
H 0.0 0.0 0.0
H 0.0 0.0 0.0
H 0.0 0.1 0.0
H 0.0 0.0 0.0
H 0.0 0.0 0.0
S -0.2 -0.3 0.0
C 0.0 0.2 -0.1
S 0.1 0.6 0.4
C -0.5 -1.0 0.2
N 0.2 0.6 0.1
N 0.0 -0.6 -0.3
C -0.1 0.3 0.1
C 0.0 -0.1 -0.1
C 0.0 0.0 0.0
C 0.0 0.0 0.0
C 0.0 0.0 0.0
C 0.1 0.0 -0.1
S 0.6 0.0 0.1
H 0.0 0.0 0.0
H 0.0 0.0 0.0
H 0.0 0.0 0.0
H 0.0 0.0 0.0
H 0.0 0.0 0.0

[2]
This record from the Open Molecules 2025 dataset describes a molecular structure, C38H35ClMnN2Si2 at a distorted geometry. The level of theory is ωB97M-V/def2-TZVPD.

**LUMO energy (spin up / spin down)**: -6.7 / -7.5 eV
**M**: 666.28 g/mol
**Highest occupied orbital energy (spin up / spin down)**: -13.226 / -13.225 eV
**F_max**: 0.034 Eh/bohr
**Kohn-Sham gap (spin up / spin down)**: 6.548 / 5.762 eV
**Energy above the lowest of the compared OMol25 structures with the same formula, charge and spin**: 0.00 kcal/mol
**Expectation value of S²**: 3.826
**Net charge**: +2
**Multiplicity**: 4

Last column: Mulliken spin population.
Geometry (Å):
C 3.30780 -2.88976 2.49882  0.0296
C 3.40964 -2.34779 1.16968  -0.0860
C 3.27984 -0.91665 1.25806  -0.0503
H 3.66979 -2.91296 0.27245  -0.0046
C 3.07530 -0.58181 2.63360  0.0898
C 3.09735 -1.79349 3.40407  -0.0791
H 3.05310 -1.87015 4.49304  -0.0006
H 3.42818 -3.93655 2.78326  -0.0018
H 3.43096 -0.22222 0.42895  -0.0067
H 3.06159 0.41928 3.05777  0.0209
Mn 1.45168 -1.94630 1.99256  2.6858
Si -0.30353 -0.16252 0.33525  0.2299
C -0.13293 -0.81999 -1.39615  0.0343
C -1.20748 -0.98687 -2.30258  0.0165
H -2.24240 -0.86077 -1.96213  0.0026
C -0.94831 -1.26885 -3.65220  0.0034
H -1.76260 -1.24361 -4.38092  0.0001
C 0.34350 -1.55725 -4.10474  0.0054
H 0.53223 -1.77907 -5.16464  0.0001
C 1.38111 -1.56855 -3.16303  -0.0021
H 2.38761 -1.86170 -3.47214  0.0000
C 1.16148 -1.17590 -1.83949  -0.0037
H 2.01887 -1.10867 -1.14851  -0.0123
C 0.64065 1.40613 0.72634  -0.0167
C 1.32889 2.12267 -0.27503  0.0582
H 1.30355 1.76851 -1.31695  0.0022
C 2.02254 3.29722 0.04897  -0.0034
H 2.56857 3.82782 -0.73484  0.0004
C 2.00709 3.80428 1.35002  0.0227
H 2.52425 4.73553 1.58986  0.0006
C 1.31750 3.10203 2.34319  0.0002
H 1.30561 3.49408 3.36058  0.0007
C 0.63200 1.92101 2.03993  0.0248
H 0.05437 1.39729 2.80808  -0.0341
H -1.42910 -0.66435 1.21023  0.0165
Si -3.02245 2.79334 -1.55054  0.0027
C -2.29444 4.42964 -1.13721  0.0010
C -1.91595 5.29698 -2.17447  -0.0004
H -2.07763 5.00436 -3.21921  0.0000
C -1.27755 6.50552 -1.86795  0.0001
H -0.98822 7.17484 -2.67942  0.0000
C -0.98542 6.84169 -0.54163  -0.0005
H -0.44998 7.76467 -0.31083  -0.0001
C -1.37032 5.97206 0.48539  0.0003
H -1.14282 6.21690 1.52035  0.0002
C -2.02176 4.77148 0.19706  0.0002
H -2.27511 4.08253 1.00749  -0.0002
C -2.62147 2.34678 -3.29318  -0.0002
C -1.33585 2.06022 -3.76925  -0.0001
H -0.51406 1.89783 -3.06428  -0.0018
C -1.12339 1.93447 -5.14749  0.0002
H -0.12220 1.70886 -5.51576  0.0000
C -2.18197 2.07424 -6.05476  0.0000
H -2.00247 1.99094 -7.12835  0.0000
C -3.47441 2.29433 -5.56556  0.0000
H -4.31210 2.38829 -6.26021  0.0000
C -3.70345 2.38747 -4.19004  -0.0006
H -4.72022 2.50235 -3.79066  -0.0001
H -4.49862 2.76949 -1.36785  0.0006
Cl -2.29011 1.49450 -0.10406  0.0098
N 0.97497 -3.72916 0.82433  0.0039
C 0.52123 -4.76794 1.73752  -0.0334
C 0.46487 -6.09960 1.37487  0.0029
C 0.06449 -7.04904 2.33446  -0.0060
C -0.23903 -6.66139 3.63624  0.0064
C -0.20580 -5.29724 4.04279  -0.0091
C -0.45571 -4.83027 5.35495  0.0225
C -0.30108 -3.47887 5.61451  -0.0047
C 0.17813 -2.61103 4.62275  0.0475
N 0.40695 -3.03799 3.36298  -0.0354
C 0.19837 -4.36355 3.04175  0.0409
H 1.76816 -4.03399 0.24923  0.0054
H 0.29050 -3.50441 0.10157  -0.0014
H 0.76421 -6.39619 0.37437  0.0006
H -0.00835 -8.09938 2.05693  -0.0002
H -0.52601 -7.39537 4.39256  -0.0001
H -0.70972 -5.57370 6.11600  0.0004
H -0.54330 -3.04919 6.57776  -0.0006
H 0.31038 -1.54553 4.81549  0.0055

Forces on the atoms, in the same order (eV/Å):
C 0.6 0.6 -0.1
C 0.8 0.6 0.8
C 0.2 -0.7 0.1
H -0.3 0.3 0.3
C 0.3 -0.4 0.2
C 0.4 0.1 -0.7
H -0.1 0.1 -0.5
H -0.2 0.4 -0.2
H -0.3 -0.2 0.4
H -0.3 -0.2 -0.2
Mn -0.1 -1.4 -0.4
Si -0.7 1.2 -0.6
C 0.2 -0.8 -0.1
C 0.2 0.1 0.0
H 0.5 0.2 -0.3
C -0.2 0.0 0.0
H 0.2 -0.1 0.4
C -0.1 0.1 0.6
H -0.1 0.1 0.6
C 0.2 0.0 -0.1
H -0.3 0.2 0.1
C 0.1 0.2 -0.2
H -0.5 0.0 -0.5
C 0.3 -0.2 0.4
C 0.1 -0.1 0.0
H 0.2 0.2 0.5
C -0.2 -0.1 -0.3
H -0.3 -0.1 0.2
C -0.1 -0.5 -0.1
H -0.1 -0.3 -0.1
C -0.2 -0.1 0.1
H -0.1 -0.1 -0.2
C 0.1 0.1 -0.2
H 0.3 0.2 -0.1
H 0.8 0.0 -0.1
Si -0.8 1.1 -1.0
C 0.4 0.0 0.2
C 0.2 0.2 0.3
H 0.0 0.2 0.4
C 0.0 -0.1 -0.1
H -0.1 -0.2 0.3
C -0.3 -0.4 -0.2
H -0.2 -0.3 -0.1
C 0.0 -0.1 0.0
H 0.0 0.0 -0.2
C 0.3 0.4 -0.2
H 0.0 0.3 -0.2
C -0.2 -0.7 0.0
C -0.2 0.1 -0.5
H -0.2 0.3 -0.3
C 0.1 -0.1 0.2
H -0.2 0.1 0.1
C -0.1 0.1 0.5
H -0.1 0.1 0.4
C -0.1 -0.1 -0.1
H 0.3 -0.1 0.2
C 0.2 0.2 -0.1
H 0.4 0.1 -0.4
H 0.3 -0.2 0.1
Cl -0.1 -0.8 0.6
N -0.1 0.7 -0.3
C 0.1 -0.7 -0.6
C 0.0 0.7 0.4
C -0.3 0.0 1.0
C -0.2 -0.2 -0.3
C 0.6 -0.2 -1.1
C 0.3 0.3 -0.3
C -0.1 -0.3 0.2
C -0.5 -0.9 -1.4
N -0.4 0.7 1.0
C 0.1 0.7 1.0
H -0.2 0.0 0.6
H -0.4 -0.1 0.2
H -0.1 -0.1 0.1
H 0.1 0.3 0.1
H 0.1 0.1 -0.4
H -0.1 0.5 -0.1
H 0.1 -0.2 0.1
H 0.1 -0.4 0.0